Density functional theory data (ωB97M-V with the def2-TZVPD basis set) for an isolated molecule of C4H8OS at a distorted geometry.

Each line ends with the Mulliken charge.
CARTESIAN COORDINATES (ANGSTROEM)
C: 0.434 0.173 0.386  -0.129
H: 3.931 -0.381 -0.794  0.125
C: -0.775 0.243 -0.242  -0.258
H: 2.076 1.453 0.230  0.297
H: 1.587 0.586 -1.240  0.341
C: -2.090 0.010 0.378  -0.419
H: -0.748 0.554 -1.301  0.208
C: 1.707 0.472 -0.192  -0.529
S: 3.006 -0.781 0.110  -0.243
H: 0.490 -0.143 1.414  0.287
H: -1.906 -0.176 1.448  0.259
H: -2.196 -1.848 -0.153  0.332
O: -2.778 -1.073 -0.262  -0.532
H: -2.739 0.910 0.218  0.261

- SMILES string: OC/C=C/CS
- F_max: 0.0654 hartree/bohr
- Kohn-Sham gap: 10.01 eV
- HOMO level: -9.22 eV
- E_LUMO: 0.80 eV
- Energy: -17159.20852 eV
- Energy above the lowest of the compared OMol25 structures with the same formula, charge and spin: 28.63 kcal/mol
- Total charge: 0
- Multiplicity: 1

Density functional theory data (ωB97M-V with the def2-TZVPD basis set) for an isolated molecule of C4H8OS at a distorted geometry.

Each line ends with the Mulliken charge.
CARTESIAN COORDINATES (ANGSTROEM)
H: 1.270 -1.382 0.586  0.392
C: -0.312 -0.212 -0.312  1.005
H: 1.720 2.633 -0.325  0.285
H: -0.334 -2.321 0.595  0.300
H: 1.692 0.419 -0.985  0.376
O: -0.770 -0.801 -1.568  -0.538
H: -2.479 -0.504 0.821  0.133
H: 0.063 -0.739 1.590  0.389
H: -1.216 -1.571 -1.464  0.328
H: 0.101 2.405 0.536  0.180
C: 0.776 0.754 -0.586  -0.614
C: 0.917 1.979 -0.088  -0.745
C: 0.210 -1.318 0.660  -1.200
S: -1.638 0.658 0.540  -0.290

- SMILES string: C=C[C@](C)(O)S
- F_max: 0.1073 hartree/bohr
- Kohn-Sham gap: 9.83 eV
- HOMO level: -9.15 eV
- E_LUMO: 0.69 eV
- Energy: -17158.54656 eV
- Energy above the lowest of the compared OMol25 structures with the same formula, charge and spin: 43.90 kcal/mol
- Total charge: 0
- Multiplicity: 1

Density functional theory data (ωB97M-V with the def2-TZVPD basis set) for an isolated molecule of C4H8OS at a distorted geometry.

Each line ends with the Mulliken charge.
CARTESIAN COORDINATES (ANGSTROEM)
H: 1.774 0.570 -1.334  0.249
H: -3.703 -0.485 0.019  0.326
H: -2.779 0.340 1.244  0.263
C: 2.109 -0.320 0.571  -0.974
C: -2.809 0.139 0.164  -0.778
H: 1.971 -1.345 0.989  0.260
S: -1.203 -0.804 -0.205  -0.075
H: -2.804 1.062 -0.416  0.258
H: 3.208 -0.314 0.365  0.289
C: 1.321 -0.251 -0.732  -0.457
O: -0.126 1.600 -0.132  -0.555
C: -0.003 0.424 -0.373  0.429
H: 1.225 -1.142 -1.364  0.405
H: 1.819 0.526 1.204  0.360

- SMILES string: CCC(=O)SC
- F_max: 0.0503 hartree/bohr
- Kohn-Sham gap: 10.35 eV
- HOMO level: -9.57 eV
- E_LUMO: 0.78 eV
- Energy: -17160.12875 eV
- Energy above the lowest of the compared OMol25 structures with the same formula, charge and spin: 7.41 kcal/mol
- Total charge: 0
- Multiplicity: 1

Density functional theory data (ωB97M-V with the def2-TZVPD basis set) for an isolated molecule of C4H8OS at a distorted geometry.

Each line ends with the Mulliken charge.
CARTESIAN COORDINATES (ANGSTROEM)
C: 2.585 0.065 0.011  0.251
H: 1.929 0.940 0.452  0.177
H: -2.262 -0.850 0.884  0.355
H: 0.165 1.842 -0.464  0.452
H: 0.107 0.216 1.332  0.300
H: -1.325 1.283 0.234  0.361
C: -1.417 -1.104 0.209  -1.277
H: -1.844 -0.853 -0.737  0.369
H: -1.250 -2.198 0.422  0.305
C: -0.193 -0.255 0.240  0.232
O: 3.848 -0.355 0.188  -0.487
C: -0.560 1.045 -0.438  -1.272
H: -0.954 1.031 -1.518  0.322
S: 1.170 -0.806 -0.817  -0.087

- SMILES string: CC(C)SC=O
- F_max: 0.1726 hartree/bohr
- Kohn-Sham gap: 9.36 eV
- HOMO level: -9.30 eV
- E_LUMO: 0.06 eV
- Energy: -17157.53284 eV
- Energy above the lowest of the compared OMol25 structures with the same formula, charge and spin: 67.28 kcal/mol
- Total charge: 0
- Multiplicity: 1

Density functional theory data (ωB97M-V with the def2-TZVPD basis set) for an isolated molecule of C4H8OS at a distorted geometry.

Each line ends with the Mulliken charge.
CARTESIAN COORDINATES (ANGSTROEM)
H: 0.619 -2.297 -0.323  0.404
H: 1.342 -0.132 -1.172  0.377
H: 0.032 -1.644 1.248  0.296
O: -0.543 1.022 1.795  -0.604
H: 1.726 -0.479 0.633  0.422
S: -0.269 0.956 0.362  0.601
H: 0.019 3.415 0.264  0.340
H: -1.674 -1.374 -1.461  0.368
C: 1.032 -0.346 -0.087  -0.756
C: -1.341 -1.226 -0.475  -0.858
H: 0.775 2.297 -1.140  0.242
C: 0.445 2.451 -0.038  -0.685
C: 0.013 -1.583 0.136  -0.454
H: -2.175 -1.060 0.256  0.307

- F_max: 0.1023 hartree/bohr
- Kohn-Sham gap (alpha / beta): 8.01 / 7.92 eV
- HOMO level (alpha / beta): -7.15 / -9.12 eV
- E_LUMO (alpha / beta): 0.85 / -1.20 eV
- <S²>: 2.0110
- Energy: -17154.19244 eV
- Energy above the lowest of the compared OMol25 structures with the same formula, charge and spin: 61.49 kcal/mol
- Total charge: 0
- Multiplicity: 3

Density functional theory data (ωB97M-V with the def2-TZVPD basis set) for an isolated molecule of C4H8OS2 at a distorted geometry.

Each line ends with the Mulliken charge.
CARTESIAN COORDINATES (ANGSTROEM)
H: -0.299 -1.173 0.325  0.389
H: 1.732 0.590 1.674  0.401
C: -1.076 0.635 -2.886  -0.792
H: -1.951 -0.012 -2.830  0.277
S: -0.822 1.332 -1.236  -0.087
H: 0.360 1.599 1.127  0.357
S: 1.400 0.830 -0.721  -0.104
C: -0.063 -0.552 1.190  -0.178
H: -0.983 -0.281 1.715  0.221
H: 1.678 -1.650 2.190  0.352
C: 0.569 -1.517 2.196  -0.118
H: -1.122 1.424 -3.637  0.320
C: 0.869 0.654 0.998  -0.857
H: -0.264 0.012 -3.274  0.291
O: -0.028 -1.890 3.170  -0.473

- SMILES string: CSSCCC=O
- F_max: 0.0481 hartree/bohr
- Kohn-Sham gap: 8.13 eV
- HOMO level: -8.68 eV
- E_LUMO: -0.55 eV
- Energy: -27994.26426 eV
- Energy above the lowest of the compared OMol25 structures with the same formula, charge and spin: 33.13 kcal/mol
- Total charge: 0
- Multiplicity: 1

Density functional theory data (ωB97M-V with the def2-TZVPD basis set) for an isolated molecule of C4H8OS2 at a distorted geometry.

Each line ends with the Mulliken charge.
CARTESIAN COORDINATES (ANGSTROEM)
H: -1.791 -1.529 1.130  0.330
H: 0.075 -0.587 2.251  0.333
C: 0.655 2.250 -1.197  -0.910
S: 1.431 0.642 -1.254  -0.092
C: -0.278 -2.341 -0.111  0.026
C: -0.126 -0.174 1.255  -0.745
H: 1.191 3.045 -1.720  0.375
H: 0.496 2.751 -0.240  0.313
C: -1.017 -1.138 0.468  -0.422
H: -0.492 0.834 1.431  0.413
H: -1.522 -0.591 -0.337  0.267
H: -0.233 2.338 -1.831  0.305
O: -0.123 -3.315 0.572  -0.465
S: 1.575 0.007 0.695  -0.080
H: 0.160 -2.192 -1.113  0.352

- SMILES string: CSSCCC=O
- F_max: 0.0429 hartree/bohr
- Kohn-Sham gap: 9.40 eV
- HOMO level: -8.77 eV
- E_LUMO: 0.63 eV
- Energy: -27994.92566 eV
- Energy above the lowest of the compared OMol25 structures with the same formula, charge and spin: 17.88 kcal/mol
- Total charge: 0
- Multiplicity: 1

Density functional theory data (ωB97M-V with the def2-TZVPD basis set) for an isolated molecule of C4H8OS2 at a distorted geometry.

Each line ends with the Mulliken charge.
CARTESIAN COORDINATES (ANGSTROEM)
H: -1.485 -2.844 0.109  0.301
S: -0.366 -1.206 1.632  -0.046
C: 1.187 1.062 -0.316  -0.205
H: 1.863 1.560 0.419  0.355
C: 1.492 1.313 -1.778  0.028
H: -0.168 1.515 1.146  0.396
H: 1.314 0.010 -0.120  0.223
H: -0.468 2.365 -0.359  0.494
C: -1.462 -2.523 1.146  -0.901
H: 0.711 1.976 -2.259  0.241
S: -1.253 -0.002 -0.519  -0.083
H: -1.203 -3.463 1.612  0.347
C: -0.279 1.391 0.090  -1.015
O: 2.477 0.945 -2.358  -0.465
H: -2.359 -2.100 1.553  0.331

- SMILES string: CSSCCC=O
- F_max: 0.0699 hartree/bohr
- Kohn-Sham gap: 7.02 eV
- HOMO level: -9.02 eV
- E_LUMO: -2.00 eV
- Energy: -27993.03619 eV
- Energy above the lowest of the compared OMol25 structures with the same formula, charge and spin: 61.45 kcal/mol
- Total charge: 0
- Multiplicity: 1

Density functional theory data (ωB97M-V with the def2-TZVPD basis set) for a cluster of 2 separate species, C4H8OS3 in total at a distorted geometry.

Each line ends with the Mulliken charge.
CARTESIAN COORDINATES (ANGSTROEM)
C: 1.909 1.484 0.904  -1.059
H: -3.210 1.232 -1.154  0.056
H: 3.509 -0.768 0.820  0.256
S: -2.085 1.340 -0.424  -0.121
H: 2.671 2.211 1.212  0.349
H: -3.550 -0.816 -0.831  0.291
C: 2.371 0.739 -0.324  0.223
S: 1.578 -0.841 -0.735  -0.139
C: 3.255 -0.443 -0.188  -0.691
H: 0.980 2.026 0.710  0.165
O: -2.870 -1.215 -0.268  -0.404
H: 2.552 1.362 -1.199  0.370
H: 4.040 -0.594 -0.923  0.283
C: -1.941 -0.337 0.123  0.410
H: 1.734 0.790 1.732  0.283
S: -0.702 -0.772 1.076  -0.272

- SMILES string: C[C@H]1CS1.OC(=S)S
- F_max: 0.0221 hartree/bohr
- Kohn-Sham gap: 8.14 eV
- HOMO level: -7.92 eV
- E_LUMO: 0.22 eV
- Energy: -38829.55689 eV
- Energy above the lowest of the compared OMol25 structures with the same formula, charge and spin: 32.25 kcal/mol
- Total charge: 0
- Multiplicity: 1

Density functional theory data (ωB97M-V with the def2-TZVPD basis set) for an isolated molecule of C4H8OSe at a distorted geometry.

Each line ends with the Mulliken charge.
CARTESIAN COORDINATES (ANGSTROEM)
C: -2.716 -1.274 -0.232  -0.830
H: 0.520 -1.071 -0.509  0.487
H: 3.301 0.963 -0.221  0.274
Se: -1.649 0.326 -0.743  0.072
H: -2.975 -1.142 0.925  0.232
H: 0.074 -0.675 0.999  0.489
C: 1.129 1.170 -0.327  0.628
O: 0.787 1.901 -1.162  -0.461
C: 2.402 1.077 0.445  -0.924
C: 0.059 -0.257 0.004  -1.094
H: -3.642 -1.168 -0.787  0.278
H: -2.065 -2.089 -0.541  0.281
H: 2.473 2.015 1.120  0.261
H: 2.302 0.225 1.028  0.307

- SMILES string: C[Se]CC(C)=O
- F_max: 0.1005 hartree/bohr
- Kohn-Sham gap: 8.90 eV
- HOMO level: -8.06 eV
- E_LUMO: 0.84 eV
- Energy: -71669.61180 eV
- Energy above the lowest of the compared OMol25 structures with the same formula, charge and spin: 18.36 kcal/mol
- Total charge: 0
- Multiplicity: 1

Density functional theory data (ωB97M-V with the def2-TZVPD basis set) for a cluster of 2 separate species, C4H8OSe in total at a distorted geometry.

Each line ends with the Mulliken charge.
CARTESIAN COORDINATES (ANGSTROEM)
C: -0.157 1.173 0.061  -0.351
H: -0.866 1.801 -0.473  0.309
H: -1.198 -0.486 1.067  0.300
H: 0.750 0.482 -2.136  0.349
H: 0.634 1.926 0.164  0.301
H: -1.435 1.172 1.772  0.357
H: -0.029 0.200 2.087  0.298
C: -0.718 0.534 1.292  -1.068
C: -0.334 -1.206 -0.971  -0.125
Se: 2.331 -0.512 -0.254  -0.011
O: 0.050 -2.336 -0.836  -0.474
H: 1.892 -1.676 0.205  0.129
C: 0.487 0.050 -0.735  -0.448
H: -1.409 -1.120 -1.242  0.433

- F_max: 0.1054 hartree/bohr
- Kohn-Sham gap: 9.22 eV
- HOMO level: -8.79 eV
- E_LUMO: 0.44 eV
- Energy: -71668.69786 eV
- Energy above the lowest of the compared OMol25 structures with the same formula, charge and spin: 39.44 kcal/mol
- Total charge: 0
- Multiplicity: 1

Density functional theory data (ωB97M-V with the def2-TZVPD basis set) for the ion C4H8P with charge +1 at a distorted geometry.

Each line ends with the Mulliken charge.
CARTESIAN COORDINATES (ANGSTROEM)
C: -0.416 1.446 -0.688  -0.436
H: -0.174 -2.484 0.027  0.341
P: -0.360 -0.167 0.865  0.279
H: -1.550 -1.635 -0.783  0.381
H: 1.820 -0.165 1.791  0.365
C: 1.405 0.213 0.829  -0.943
H: 0.015 -1.226 -1.331  0.370
C: -1.552 1.370 -0.223  -0.040
H: 2.032 -0.188 -0.002  0.348
H: -2.439 1.060 0.235  0.475
C: -0.555 -1.551 -0.450  -1.007
H: 1.428 1.246 0.869  0.402
H: 0.346 2.079 -1.138  0.466

- F_max: 0.0514 hartree/bohr
- Kohn-Sham gap: 10.02 eV
- HOMO level: -14.77 eV
- E_LUMO: -4.75 eV
- Energy: -13555.75629 eV
- Energy above the lowest of the compared OMol25 structures with the same formula, charge and spin: 32.40 kcal/mol
- Total charge: +1
- Multiplicity: 1

Density functional theory data (ωB97M-V with the def2-TZVPD basis set) for a cluster of 2 separate species, C4H8P in total at a distorted geometry.

Each line ends with the Mulliken charge.
CARTESIAN COORDINATES (ANGSTROEM)
H: 2.519 0.028 -0.804  0.313
C: -1.223 -0.887 -0.727  -0.032
P: -0.335 -0.060 0.565  0.236
H: 2.616 -1.679 -0.077  0.370
C: 2.910 -0.664 -0.045  -0.809
H: -1.920 1.689 0.271  0.389
H: 2.843 -0.411 1.025  0.345
H: -1.253 -0.937 -1.853  0.357
H: -0.377 2.385 1.027  0.292
H: -0.650 2.143 -0.703  0.376
C: -0.893 1.757 0.222  -0.920
C: -1.798 -1.301 0.363  -0.330
H: -2.439 -2.065 0.736  0.414

- F_max: 0.0866 hartree/bohr
- Kohn-Sham gap (alpha / beta): 9.56 / 5.50 eV
- HOMO level (alpha / beta): -14.57 / -13.45 eV
- E_LUMO (alpha / beta): -5.02 / -7.95 eV
- Energy: -13553.07971 eV
- Energy above the lowest of the compared OMol25 structures with the same formula, charge and spin: 94.13 kcal/mol
- Total charge: +1
- Multiplicity: 1

Density functional theory data (ωB97M-V with the def2-TZVPD basis set) for a cluster of 2 separate species, C4H8S2 in total at a distorted geometry.

Each line ends with the Mulliken charge.
CARTESIAN COORDINATES (ANGSTROEM)
H: 0.534 1.665 -1.610  0.263
S: -2.543 -2.229 -0.788  -0.140
H: -2.701 -3.535 -0.944  0.154
H: 2.233 1.761 -1.090  0.348
H: -1.581 0.244 0.494  0.086
H: 1.046 0.489 2.213  0.284
H: 1.481 0.266 -1.936  0.236
C: -2.373 -1.945 0.826  -0.020
S: -2.061 -0.514 1.542  -0.069
C: 1.335 1.168 -1.192  -1.020
C: 1.392 0.802 1.232  -0.607
H: 2.258 1.566 1.367  0.159
C: 0.923 0.465 0.041  0.176
H: 0.057 -0.204 -0.154  0.148

- F_max: 0.0862 hartree/bohr
- Kohn-Sham gap: 8.56 eV
- HOMO level: -8.42 eV
- E_LUMO: 0.14 eV
- Energy: -25944.41096 eV
- Energy above the lowest of the compared OMol25 structures with the same formula, charge and spin: 92.31 kcal/mol
- Total charge: 0
- Multiplicity: 1

Density functional theory data (ωB97M-V with the def2-TZVPD basis set) for an isolated molecule of C4H8SSi2 at a distorted geometry.

Each line ends with the Mulliken charge.
CARTESIAN COORDINATES (ANGSTROEM)
H: 0.562 1.631 2.104  -0.107
H: -0.974 2.052 0.297  -0.142
C: 0.305 -0.866 -0.878  0.100
Si: 0.568 0.253 -2.344  0.429
H: -0.562 0.176 -3.273  -0.108
C: -0.135 -0.554 0.647  0.068
S: 0.635 -2.529 -0.986  -0.128
H: -0.311 -1.798 2.410  0.333
Si: -0.590 1.112 1.351  0.412
H: 1.760 -0.237 -3.041  -0.131
C: -0.069 -1.744 1.358  -0.428
H: 0.764 1.628 -1.894  -0.141
C: 0.305 -2.858 0.655  -0.406
H: -1.712 0.940 2.285  -0.124
H: 0.420 -3.857 1.030  0.375

- SMILES string: [SiH3]c1ccsc1[SiH3]
- F_max: 0.1056 hartree/bohr
- Kohn-Sham gap: 8.91 eV
- HOMO level: -8.56 eV
- E_LUMO: 0.35 eV
- Energy: -30866.38583 eV
- Energy above the lowest of the compared OMol25 structures with the same formula, charge and spin: 0.00 kcal/mol
- Total charge: 0
- Multiplicity: 1

Density functional theory data (ωB97M-V with the def2-TZVPD basis set) for a cluster of 2 separate species, C4H9B in total at a distorted geometry.

Each line ends with the Mulliken charge.
CARTESIAN COORDINATES (ANGSTROEM)
H: -0.928 -0.595 -0.643  0.205
H: -1.609 -0.962 1.142  0.293
C: -2.721 0.336 -0.095  -1.364
C: -1.379 -0.260 0.340  -0.234
C: 2.691 -0.800 -0.429  -0.277
H: 1.917 1.072 0.320  -0.070
H: -3.303 0.927 0.577  0.379
H: 3.759 0.930 0.388  0.187
H: 1.720 -1.182 -0.607  0.165
H: -2.630 1.037 -0.917  0.380
B: -0.428 0.947 0.848  0.009
H: 3.526 -1.565 -0.507  0.204
C: 2.808 0.404 0.066  -0.286
H: -3.423 -0.289 -0.484  0.409

- F_max: 0.0642 hartree/bohr
- Kohn-Sham gap: 8.76 eV
- HOMO level: -8.41 eV
- E_LUMO: 0.36 eV
- Energy: -4964.96769 eV
- Energy above the lowest of the compared OMol25 structures with the same formula, charge and spin: 99.69 kcal/mol
- Total charge: 0
- Multiplicity: 1